No. 1
The following is a DFT calculation (ωB97M-V/def2-TZVPD) of C23H46FeN2O2PSe2 as an isolated structure.

CARTESIAN COORDINATES (ANGSTROEM)
1 Fe -1.32775 1.47238 0.66505
2 C 2.25654 3.20849 1.68363
3 Se 0.57123 2.49540 2.32885
4 C -0.41461 4.16919 2.39433
5 C -0.55053 4.85768 1.04803
6 Se -1.55920 3.83396 -0.28914
7 C -0.28202 3.94281 -1.74964
8 H 2.58406 3.98669 2.36885
9 H 2.18777 3.59425 0.66945
10 H 2.97125 2.38884 1.70714
11 H 0.10597 4.83121 3.08677
12 H -1.37625 3.90707 2.83491
13 H 0.42241 5.04804 0.59798
14 H -1.07087 5.80881 1.15163
15 H -0.05205 4.99211 -1.91291
16 H -0.76467 3.53474 -2.63398
17 H 0.61535 3.37643 -1.51283
18 N -3.46701 0.83549 0.13374
19 N -3.91058 0.26352 1.34942
20 C -3.30358 0.72295 2.54524
21 O -3.84740 0.49690 3.59206
22 O -2.16384 1.34785 2.37161
23 H -4.02173 1.65572 -0.11688
24 H -3.57908 0.14836 -0.60641
25 H -4.90855 0.11766 1.43501
26 C 4.35607 -0.60645 -0.42222
27 C 3.63557 0.31047 -1.42305
28 C 2.18063 0.57350 -1.00107
29 C 1.61054 -0.65858 -0.27975
30 C 2.33234 -0.80420 1.07719
31 C 3.81230 -0.38336 0.98355
32 P -0.19987 -0.53404 -0.08405
33 C -0.80160 -1.81907 1.08135
34 C -0.49349 -1.55794 2.56437
35 C -1.45295 -2.39639 3.42697
36 C -1.76771 -3.75516 2.77578
37 C -0.60681 -4.21607 1.90097
38 C -0.41621 -3.26409 0.70684
39 C -0.96762 -1.01946 -1.70604
40 C -0.25345 -2.13442 -2.51494
41 C 0.51038 -1.56920 -3.70840
42 C -0.45384 -0.92508 -4.71399
43 C -1.63991 -0.23980 -4.00891
44 C -1.23721 0.20527 -2.60557
45 H 5.43055 -0.42744 -0.45466
46 H 4.21217 -1.65458 -0.69909
47 H 3.65133 -0.14010 -2.41764
48 H 4.16466 1.26224 -1.50392
49 H 1.58755 0.85509 -1.87057
50 H 2.13041 1.41992 -0.30585
51 H 1.80597 -1.54198 -0.89257
52 H 2.26022 -1.83843 1.41692
53 H 1.82665 -0.19491 1.83369
54 H 4.39431 -0.93474 1.72170
55 H 3.91963 0.67543 1.23835
56 H -1.88943 -1.70719 0.97475
57 H -0.59658 -0.50233 2.81986
58 H 0.54028 -1.83969 2.77224
59 H -2.37460 -1.83756 3.59560
60 H -1.00014 -2.55059 4.40776
61 H -2.67050 -3.68119 2.16129
62 H -1.98494 -4.49757 3.54330
63 H -0.77004 -5.23016 1.53501
64 H 0.30629 -4.24820 2.50133
65 H -1.03339 -3.59977 -0.12920
66 H 0.62254 -3.30814 0.36680
67 H -1.93939 -1.41888 -1.39077
68 H -1.00889 -2.83293 -2.88605
69 H 0.40281 -2.72821 -1.88258
70 H 1.08125 -2.36158 -4.19317
71 H 1.24536 -0.83626 -3.36189
72 H -0.83105 -1.68752 -5.39711
73 H 0.08527 -0.20050 -5.32662
74 H -2.48406 -0.93118 -3.92778
75 H -1.99264 0.60765 -4.59705
76 H -2.01106 0.84126 -2.16333
77 H -0.34254 0.82758 -2.67967

Results
multiplicity = 5
highest occupied orbital energy (alpha / beta) = -11.248 / -12.002 eV
charge = +1
HOMO-LUMO gap (alpha / beta) = 8.97 / 9.10 eV
expectation value of S² = 6.014

---

No. 2
The following is a DFT calculation (ωB97M-V/def2-TZVPD) of an isolated ion of composition C5H7F3NO2 and charge -1 at a distorted geometry.

CARTESIAN COORDINATES (ANGSTROEM)
1 C -0.76755 -1.78207 0.46253
2 C 1.24609 -0.31942 0.86094
3 C -0.99664 0.87142 0.52244
4 C -0.08566 -0.26937 0.09433
5 C 0.15797 -0.37994 -1.44258
6 N -0.34919 2.09791 0.10031
7 O -1.95066 -1.78618 0.30299
8 O 0.03289 -2.63256 0.86896
9 F -0.92762 -0.28905 -2.23040
10 F 0.85726 -1.44874 -1.82948
11 F 0.97367 0.68128 -1.77694
12 H 1.78286 0.55946 0.44620
13 H 1.82076 -1.21067 0.49353
14 H 0.99327 -0.15049 1.88760
15 H -0.95897 0.89854 1.72055
16 H -1.92958 0.72503 0.03394
17 H 0.61747 2.09759 0.35099
18 H -0.51637 2.33726 -0.86589

Results
multiplicity = 1
highest occupied orbital energy = -4.024 eV
charge = -1
HOMO-LUMO gap = 7.92 eV
SMILES = C[C@](CN)(C(=O)[O-])C(F)(F)F

---

No. 3
The following is a DFT calculation (ωB97M-V/def2-TZVPD) of an isolated molecule of C25H27N5O4 at a distorted geometry.

CARTESIAN COORDINATES (ANGSTROEM)
1 C -0.01805 -2.72594 2.59295
2 H -1.07348 -2.98794 2.68993
3 O 0.17833 -1.63959 1.70486
4 C -0.35802 -1.82440 0.43804
5 C 0.52170 -1.88880 -0.63245
6 C 0.04978 -2.02524 -1.92369
7 C -1.30979 -2.10405 -2.14864
8 C -2.21115 -2.04477 -1.09416
9 C -1.74098 -1.90193 0.21386
10 O -2.64698 -1.92807 1.25075
11 C -2.74362 -0.75791 2.04459
12 H -1.76112 -0.33644 2.26821
13 H -3.23429 -1.05974 2.96878
14 H -3.36058 -0.00569 1.54491
15 C -3.69112 -1.98227 -1.38978
16 N -3.98392 -0.63516 -1.85243
17 C -4.56507 0.28114 -1.05211
18 O -5.25741 0.02208 -0.09244
19 C -4.17974 1.72301 -1.42806
20 N -2.82076 1.90421 -0.93619
21 N -2.76072 2.35776 0.32290
22 C -1.65478 2.37945 0.98637
23 C -0.45756 1.89635 0.37710
24 C 0.86107 1.66656 0.75830
25 N 1.47145 1.15565 -0.33874
26 N 0.66603 1.04896 -1.39206
27 C -0.51667 1.47729 -0.98237
28 C -1.76731 1.44969 -1.70598
29 O -1.95373 1.04400 -2.84596
30 C 2.80552 0.73222 -0.47592
31 C 3.48485 1.04362 -1.64846
32 C 4.78794 0.62282 -1.81683
33 C 5.43582 -0.11564 -0.83041
34 C 4.73489 -0.44061 0.32344
35 C 3.42647 -0.02926 0.50580
36 H 2.88153 -0.32770 1.38743
37 H 5.21304 -1.03356 1.08955
38 C 6.85359 -0.55387 -1.02834
39 H 7.20254 -1.14468 -0.18562
40 H 6.94211 -1.15143 -1.93442
41 H 7.50432 0.31271 -1.13909
42 H 5.31489 0.86867 -2.72693
43 H 2.97324 1.60442 -2.41443
44 C 1.55065 1.93654 2.04352
45 H 2.61937 2.06901 1.88687
46 H 1.39976 1.10857 2.73735
47 H 1.14541 2.83679 2.49909
48 C -1.70874 2.91026 2.38084
49 H -1.12895 3.82933 2.45785
50 H -2.74206 3.12040 2.63924
51 H -1.30057 2.18397 3.08048
52 H -4.82417 2.42941 -0.90651
53 H -4.19382 1.88183 -2.50688
54 H -3.36124 -0.28769 -2.57717
55 H -3.96276 -2.70091 -2.16759
56 H -4.28204 -2.16425 -0.49078
57 H -1.68585 -2.19756 -3.15621
58 H 0.74350 -2.06260 -2.74795
59 H 1.58094 -1.83164 -0.43301
60 H 0.37002 -2.40207 3.55771
61 H 0.53827 -3.60536 2.25084

Results
multiplicity = 1
highest occupied orbital energy = -8.313 eV
HOMO-LUMO gap = 8.71 eV
SMILES = COc1cccc(CNC(=O)Cn2nc(C)c3c(C)n(-c4ccc(C)cc4)nc3c2=O)c1OC

---

No. 4
The following is a DFT calculation (ωB97M-V/def2-TZVPD) of an isolated ion of composition C4H6F3O3P and charge -2 at a distorted geometry.

CARTESIAN COORDINATES (ANGSTROEM)
1 C -1.05097 -0.38087 1.09601
2 C -0.15875 -0.97661 -1.14948
3 C -0.04394 0.02558 0.00033
4 C -0.57232 1.51047 -0.58829
5 O 2.74989 -0.24217 -0.40207
6 O 2.05651 1.03328 1.65815
7 O 1.67896 -1.42152 1.58127
8 F -0.46803 2.49069 0.29232
9 F -1.92829 1.47272 -0.90283
10 F -0.04629 1.82463 -1.75408
11 P 1.85397 -0.15058 0.78758
12 H -1.82880 -0.73252 0.52621
13 H -1.35582 0.41518 1.82381
14 H -0.53033 -1.26000 1.53270
15 H 0.58825 -0.54136 -1.92440
16 H -1.07102 -1.11891 -1.68433
17 H 0.12700 -1.94800 -0.89289

Results
multiplicity = 1
highest occupied orbital energy = 0.629 eV
charge = -2
HOMO-LUMO gap = 5.78 eV
SMILES = CC(C)(C(F)(F)F)P(=O)([O-])[O-]

---

No. 5
The following is a DFT calculation (ωB97M-V/def2-TZVPD) of C34H54N4O5SSbScSi3 as an isolated structure at a distorted geometry.

CARTESIAN COORDINATES (ANGSTROEM)
1 Sc 0.31372 0.30228 -1.09508
2 C -1.99720 6.70270 -4.38044
3 C -2.03878 5.32024 -3.78644
4 C -1.19459 4.31224 -4.23998
5 C -1.28353 3.02468 -3.72797
6 C -2.21008 2.75141 -2.73781
7 C -3.05735 3.74562 -2.26434
8 C -2.96405 5.02353 -2.78488
9 S -2.59716 1.10407 -2.18989
10 O -2.96636 1.26779 -0.77813
11 O -3.70498 0.70163 -3.02845
12 N -1.32503 0.16682 -2.36130
13 C -1.73133 -1.12755 -1.76724
14 C -1.29019 -2.45421 0.31326
15 O -0.65234 -2.64532 1.38774
16 O -0.84464 -0.11795 0.35078
17 H -1.06929 6.87537 -4.92330
18 H -2.10570 7.46449 -3.60854
19 H -2.82738 6.82151 -5.07979
20 H -0.47690 4.53085 -5.02160
21 H -0.64721 2.22570 -4.09052
22 H -3.79139 3.49436 -1.50955
23 H -3.63248 5.79876 -2.42843
24 H -1.08019 -1.88556 -2.19683
25 H -2.75429 -1.37671 -2.06316
26 C 0.74731 -2.73995 3.81833
27 Sb 0.27221 -1.09866 2.45671
28 C -1.60380 -1.15070 -0.19297
29 C -1.66426 -3.70549 -0.42690
30 C -0.79826 -4.17553 -1.41099
31 C -1.11424 -5.34660 -2.07430
32 C -2.27502 -6.02204 -1.73044
33 C -3.05237 -5.49427 -0.71276
34 N -2.76078 -4.36683 -0.07490
35 Si -3.41575 -0.70933 0.77939
36 C -3.30404 0.80509 1.92134
37 C -3.62708 -2.02180 2.15528
38 C -4.92948 -1.09929 -0.28007
39 C 2.31673 -0.98757 1.50249
40 C 2.22964 -0.53610 0.07683
41 C 2.98097 0.48448 -0.46914
42 C 3.10698 0.65593 -1.87209
43 C 2.47605 -0.27957 -2.71116
44 C 1.70649 -1.27051 -2.14734
45 N 1.45426 -1.35768 -0.76654
46 Si 3.18127 -2.70287 1.36618
47 C 4.57042 -2.46749 0.09907
48 C 2.13957 -4.15055 0.73984
49 C 4.01149 -3.27785 2.97819
50 Si 3.14334 0.26501 2.67194
51 C 2.29956 1.95690 2.48641
52 C 5.02049 0.37648 2.42775
53 C 2.91550 -0.13095 4.51297
54 H -0.06142 -2.81527 4.54691
55 H 1.67519 -2.55565 4.35526
56 H 0.81121 -3.67897 3.27318
57 H 0.11816 -3.64161 -1.63114
58 H -0.45802 -5.73717 -2.84073
59 H -2.56433 -6.93608 -2.22949
60 H -3.95005 -5.99934 -0.37238
61 H -2.25793 1.03874 2.11745
62 H -3.78994 0.57579 2.87036
63 H -3.77345 1.69060 1.49242
64 H -2.81376 -2.00454 2.88865
65 H -3.69886 -3.03296 1.76851
66 H -4.55047 -1.80202 2.69949
67 H -4.94163 -0.60191 -1.24340
68 H -5.81662 -0.77918 0.27421
69 H -5.01043 -2.17826 -0.43003
70 H 3.57412 1.12025 0.17404
71 H 3.73693 1.43440 -2.27771
72 H 2.65817 -0.26748 -3.77830
73 H 1.31508 -2.08259 -2.75558
74 H 4.15747 -2.29170 -0.89655
75 H 5.20109 -3.35881 0.04895
76 H 5.20749 -1.61579 0.34722
77 H 1.83127 -3.96018 -0.28704
78 H 1.23888 -4.31993 1.33002
79 H 2.73231 -5.06937 0.75841
80 H 4.37421 -2.45712 3.59818
81 H 4.87227 -3.90039 2.72302
82 H 3.33680 -3.88739 3.58135
83 H 2.25589 2.29595 1.45052
84 H 2.80338 2.72569 3.07688
85 H 1.27219 1.87821 2.85335
86 H 5.31317 0.59955 1.40136
87 H 5.49857 -0.56611 2.70366
88 H 5.43573 1.15763 3.06945
89 H 1.86367 -0.09234 4.81038
90 H 3.45539 0.61070 5.10493
91 H 3.30228 -1.11265 4.78809
92 C -0.71220 3.39037 0.95698
93 N -0.04873 4.11970 -0.11752
94 C -0.30386 5.53991 -0.22238
95 C 0.57255 3.45451 -1.08186
96 O 0.75175 2.22781 -1.08836
97 H -0.82405 4.05157 1.81398
98 H -0.11387 2.52743 1.23962
99 H -1.68574 3.02209 0.63608
100 H 0.09783 6.05895 0.64929
101 H -1.37589 5.72627 -0.28390
102 H 0.16843 5.93987 -1.11860
103 H 1.02131 4.07979 -1.85844

Results
multiplicity = 1
highest occupied orbital energy = -4.499 eV
HOMO-LUMO gap = 4.70 eV

---

These records have calculated total energy values of -206037.891 -19037.684 -42003.583 -27830.423 -114040.346 eV, in the order they appear.